(1)
Computed, not measured: one molecule with the formula C11H15OP at a distorted geometry, with ωB97M-V/def2-TZVPD.

Geometry as ORCA input:
```
! RIJCOSX wB97M-V def2-TZVPD def2/J DEFGRID3
* xyz 0 1
C -0.630 -0.454 0.744
C 1.588 0.672 1.103
C 3.562 -0.016 -0.161
H -3.594 1.165 0.362
C 0.760 -0.418 0.558
H 1.054 -2.223 -0.616
C -3.291 -1.654 0.708
H 3.426 -1.931 -1.160
C 1.477 -1.324 -0.289
C -2.600 1.592 0.214
H -3.631 -0.979 1.437
H -0.958 -0.139 1.747
H -2.185 2.226 0.842
H 5.294 -0.617 -0.672
H 1.077 1.312 1.843
H -0.526 2.135 -1.399
O 4.847 0.235 -0.504
C -0.780 1.040 -1.574
H -4.035 -2.018 0.047
H -2.718 2.157 -0.703
H -1.135 0.859 -2.554
C 2.846 -1.139 -0.523
C -1.634 0.558 -0.365
H 0.019 0.250 -1.379
H -2.895 -2.620 0.958
H 3.538 1.657 1.124
C 2.897 0.946 0.640
P -1.776 -1.270 -0.428
*
```

## Properties
ΔE to the lowest compared entry with this formula, charge and spin: 1.944 eV
SMILES: CP1[C@@H](c2ccc(O)cc2)C1(C)C
largest force on an atom: 6.32 eV Å⁻¹
HOMO-LUMO gap: 8.439 eV
LUMO energy: 0.9 eV


(2)
Computed, not measured: a 9-piece molecular cluster, C9H34BrN6O11 overall at a distorted geometry, with ωB97M-V/def2-TZVPD.

Geometry as ORCA input:
```
! RIJCOSX wB97M-V def2-TZVPD def2/J DEFGRID3
* xyz -1 1
C 2.320 2.502 1.747
O 2.217 1.935 -4.871
H 2.252 -0.072 -4.368
H -3.921 -2.431 -4.717
C -2.546 -1.647 -3.394
H 3.528 0.774 2.146
H -1.994 1.867 5.198
H 0.462 0.038 -2.938
C 2.267 0.911 -3.875
H -1.072 1.338 3.293
O -2.836 2.089 -1.346
H -3.369 1.034 5.786
O 1.240 -3.641 -1.917
O 1.153 1.837 -1.882
H -3.405 -1.330 -2.792
O 1.072 1.925 2.142
N -2.301 4.277 -1.102
H -0.878 3.466 0.739
C -3.038 -2.831 -4.209
H 0.726 1.393 -1.136
O 3.493 -2.491 4.321
H -1.024 1.777 0.468
O -1.503 -1.979 -2.496
N 1.305 -2.095 3.774
C -2.601 0.265 4.039
H 4.392 2.219 1.785
H 0.241 1.481 -3.606
H -2.679 4.561 -1.984
H 2.868 1.837 4.093
H 0.643 -3.827 -2.650
C -2.181 2.964 -0.781
H -1.346 -0.092 2.393
O -2.050 -3.331 -5.110
H 2.941 1.749 -5.477
H -1.079 -2.917 0.481
H -1.815 4.968 -0.562
O -1.624 -3.717 0.371
H -2.497 -3.922 -5.721
H 0.719 -3.074 -1.335
O -3.408 -0.667 3.951
C 1.019 0.976 -3.011
N -1.554 0.459 3.212
H -1.412 -1.227 -1.896
H 1.010 -1.916 4.715
H 2.392 2.532 0.655
N -1.281 2.714 0.215
H 0.576 -2.309 3.114
H -3.363 -3.634 -3.543
H -2.203 -0.838 -4.049
H 1.068 1.034 1.747
N -2.688 1.156 5.063
H 3.210 0.789 -3.334
H 3.747 -2.821 1.827
C 3.530 1.853 2.349
C 2.599 -2.305 3.483
Br 0.038 -0.817 0.396
H -2.292 -3.648 1.060
N 2.865 -2.490 2.155
H 2.270 3.523 2.136
O 3.699 2.178 3.730
H 2.097 -2.351 1.517
*
```

## Properties
largest force on an atom: 2.98 eV Å⁻¹
HOMO-LUMO gap: 9.244 eV
LUMO energy: 2.5 eV


(3)
Computed, not measured: a 2-piece molecular cluster, C5H12NO2 overall at a distorted geometry, with ωB97M-V/def2-TZVPD.

Geometry as ORCA input:
```
! RIJCOSX wB97M-V def2-TZVPD def2/J DEFGRID3
* xyz 1 1
H -0.173 0.217 -2.716
H 1.757 1.204 0.280
O 0.175 -3.764 0.576
H 0.491 2.739 1.249
N 0.382 -0.970 0.398
C -0.020 2.466 0.315
H 1.279 1.779 -1.297
C -1.384 2.022 0.786
H 0.092 -4.669 0.206
H -0.169 3.247 -0.436
H -2.256 2.694 0.659
O -1.568 0.998 1.394
C -0.147 -0.428 -1.850
H -0.152 -1.822 0.225
H -0.334 -3.777 1.397
H -0.040 -0.560 1.257
C 0.330 0.000 -0.703
H -0.501 -1.435 -2.017
H 1.329 -1.291 0.641
C 0.910 1.350 -0.364
*
```

## Properties
ΔE to the lowest compared entry with this formula, charge and spin: 1.121 eV
largest force on an atom: 1.44 eV Å⁻¹
HOMO-LUMO gap: 10.783 eV
LUMO energy: -3.0 eV


(4)
Computed, not measured: a 10-piece molecular cluster, C42H74N2O8 overall at a distorted geometry, with ωB97M-V/def2-TZVPD.

Geometry as ORCA input:
```
! RIJCOSX wB97M-V def2-TZVPD def2/J DEFGRID3
* xyz 0 1
C -0.958 4.998 0.714
H 0.982 1.414 2.268
H -1.449 4.123 0.278
C 4.262 -5.542 1.985
C 1.921 -4.552 -2.391
C -2.221 1.221 -4.086
C 4.728 2.389 0.511
H 0.122 -2.578 -2.844
H 2.292 1.143 -2.606
H 5.615 0.846 1.720
H 0.588 5.410 2.183
H -3.717 6.111 4.649
C -1.776 3.402 4.184
H -3.909 2.827 1.848
C 0.524 -0.822 0.254
C -5.634 -2.750 0.129
H 1.519 3.692 -0.190
C -3.943 4.605 3.132
O 0.756 -0.515 1.625
H 2.859 0.545 -4.949
C -4.758 -0.849 1.111
H -5.576 -3.832 0.214
C 0.807 5.683 -0.676
O 2.264 -5.238 0.772
H -2.192 -2.292 2.438
C 0.420 3.374 -4.343
C -3.461 3.412 2.641
H 3.866 1.068 2.020
H 0.729 2.973 -2.237
H 3.810 -3.932 3.332
N -2.382 2.801 3.158
C 2.183 -4.387 1.915
H -4.380 0.797 -3.747
H -4.443 0.049 -0.872
H -0.336 -1.512 0.195
H 2.359 4.997 0.646
H -1.645 5.082 5.550
O 1.272 -4.168 -3.609
H 5.148 -0.680 -0.043
H 3.386 -0.483 0.396
H -3.841 0.634 -5.390
C -2.181 4.611 4.740
C 4.914 1.961 -0.937
O -1.892 -1.036 -4.868
C -3.516 0.514 -4.352
H -0.339 -3.596 3.512
H 0.238 -1.852 3.613
H -0.693 0.493 -5.479
H 1.119 -4.820 -1.699
H 0.999 1.032 -0.697
H -1.633 0.898 0.799
H -2.109 1.496 -3.033
C 3.454 -6.005 0.760
C -2.791 -2.664 4.612
C 1.619 2.118 -5.803
O 4.150 0.772 -1.036
O -5.233 -2.172 1.369
C -3.153 -0.946 -4.229
H -0.247 4.197 -4.109
O -0.585 5.817 -0.403
C 0.171 0.739 1.973
H 5.308 -5.390 1.705
H 1.683 -3.449 1.678
C 1.383 4.654 0.306
C 0.342 4.668 1.422
H 2.365 -3.118 -0.874
H -2.120 -3.144 6.620
N 0.706 3.065 -5.610
H -3.849 -2.846 -1.106
H 1.352 -1.397 -0.158
H -5.229 -2.015 -1.875
C 4.650 1.063 1.266
C 0.099 0.484 -0.398
H 0.775 -2.320 -4.433
H -1.882 -1.422 6.139
O -0.569 -2.781 5.306
H 1.259 6.678 -0.619
H 4.097 -3.396 1.646
C 2.696 -3.337 -1.891
H 5.560 3.011 0.847
H 5.962 1.697 -1.169
H -3.081 -3.717 4.509
H 2.164 -1.235 -2.374
H -3.764 -2.169 4.672
H -3.881 -1.500 -4.830
C 2.276 -2.227 -2.825
C -1.863 -2.467 5.807
C -0.595 1.231 0.751
C 2.187 1.377 -4.771
C -4.230 -0.875 -0.327
H 4.012 -5.802 -0.157
C -0.527 -2.579 3.864
H -0.481 0.611 2.838
H 0.287 3.720 1.961
H 3.009 -2.018 -3.612
C -4.707 -2.198 -0.936
H 3.194 -7.064 0.832
H -0.390 -0.054 -3.827
H 4.248 -6.184 2.863
C 1.862 1.657 -3.456
H 3.774 -3.492 -1.896
C 0.951 2.700 -3.262
H -6.666 -2.437 -0.067
H 4.618 2.634 -1.742
H -4.830 5.011 2.659
H 3.834 3.010 0.543
H 2.599 -5.398 -2.498
H -0.525 2.297 0.587
H -2.094 2.143 -4.653
H -5.652 -0.220 1.221
H 1.660 -4.958 2.688
C 3.650 -4.162 2.277
C -3.327 5.206 4.205
C 4.325 0.011 0.155
C -1.924 -2.150 3.484
H -0.510 0.284 -1.280
C -1.175 0.184 -4.551
H -3.133 -0.858 -0.317
H 0.936 5.376 -1.720
C 1.006 -2.771 -3.469
H -1.652 5.543 1.353
H -4.000 -0.451 1.785
H 1.749 1.773 -6.824
H -3.164 -1.391 -3.227
H -0.854 2.942 4.521
H -1.993 -1.058 3.621
*
```

## Properties
ΔE to the lowest compared entry with this formula, charge and spin: 1.614 eV
SMILES: c1ccncc1.c1ccncc1.C1CCOC1.C1CCOC1.C1CCOC1.C1CCOC1.C1CCOC1.C1CCOC1.C1CCOC1.C1CCOC1
largest force on an atom: 1.71 eV Å⁻¹
HOMO-LUMO gap: 9.730 eV
LUMO energy: 0.5 eV


(5)
Computed, not measured: C9H39B3BaNO15P3 as an isolated structure at a distorted geometry, with ωB97M-V/def2-TZVPD.

Geometry as ORCA input:
```
! RIJCOSX wB97M-V def2-TZVPD def2/J DEFGRID3
* xyz -2 1
H -1.316 2.477 1.704
H 4.492 1.013 0.184
H 2.591 0.842 -3.845
H -1.621 3.056 -0.475
H -2.966 1.276 -4.403
H -2.433 -3.054 0.373
C -0.576 -1.656 4.248
H 3.742 -3.998 1.448
H -3.664 -2.478 -3.194
O 0.188 -2.668 3.704
C 2.435 4.006 0.967
B -3.384 -2.994 0.878
O 1.474 3.198 0.335
O 1.784 -3.875 2.073
C 1.906 1.469 -3.274
H -4.012 -2.397 0.235
H 2.580 2.283 -3.007
O 0.824 2.039 -3.967
H -2.412 3.643 -1.834
H -0.935 -0.919 3.529
H 1.795 4.591 1.628
H -1.346 -2.028 4.924
H -3.785 -3.995 0.853
H -2.258 1.845 -5.940
O -1.632 2.843 -4.274
O 1.954 -3.627 -2.653
O -1.007 0.757 -2.603
C 2.736 -3.976 1.028
H -3.375 1.187 1.445
O -0.450 3.290 -2.118
O 2.337 -1.368 2.942
H 0.053 -0.940 4.777
H -1.345 4.749 -0.966
O 0.652 1.869 2.302
B -2.823 -2.218 -2.570
H -0.645 3.249 3.190
H 2.675 -3.115 0.363
O 2.720 1.101 1.098
C 3.236 -1.786 3.919
H -2.354 0.766 -0.054
C -1.455 3.724 -1.320
H 2.723 -2.097 4.829
O 0.463 0.830 -0.138
H -4.084 0.416 0.167
H 2.417 -4.836 0.439
H 3.890 -0.965 4.211
O 1.058 -1.673 -2.308
C -2.595 2.144 -4.948
H 3.760 -2.671 3.559
Ba -1.282 -1.173 -0.654
H -2.861 -0.453 1.090
O 0.467 -1.831 1.226
C -0.613 2.382 2.531
H 2.919 4.754 0.339
P 1.248 1.663 0.833
H -3.456 2.810 -5.002
H -3.386 -2.528 1.852
H 1.580 0.938 -2.379
C 3.474 0.699 -0.051
B -3.124 0.498 0.653
H 3.244 1.304 -0.928
H 3.381 -0.374 -0.215
O 0.380 -3.400 -1.310
H -2.708 -2.980 -1.815
H -3.014 -1.267 -2.098
P 1.153 -2.392 2.383
H -1.170 1.607 3.058
P -0.623 2.044 -3.221
H -1.940 -2.182 -3.189
H 3.186 3.457 1.536
N 1.134 -2.907 -2.103
*
```

## Properties
largest force on an atom: 4.68 eV Å⁻¹
HOMO-LUMO gap: 5.250 eV
LUMO energy: 3.7 eV